(1)
C2H3N2O3 | ωB97M-V with the def2-TZVPD basis set

Output
Net charge: +1
Lowest unoccupied orbital energy (alpha / beta) in eV: -4.21 / -8.17
Spin multiplicity: 3
HOMO-LUMO gap (alpha / beta) in eV: 11.00 / 8.22

Last column: Löwdin charge in e.
Geometry (Å):
C -1.04129 0.09344 0.22953  -0.0915
C 3.12017 0.15152 0.02587  -0.3597
N -2.16351 0.51086 -0.38941  0.2610
N -0.40726 -1.00518 0.16372  0.0316
O 4.18711 0.52331 -0.29481  0.2360
O 2.06691 -0.25513 0.25080  0.1827
O 0.19845 -1.97146 -0.03634  0.2744
H -0.77024 0.86079 1.03456  0.1940
H -2.70761 1.05888 0.21611  0.1280
H -2.48273 0.03297 -1.20002  0.1436

=====

(2)
C29H27IrN12O8S2 | ωB97M-V with the def2-TZVPD basis set

Output
Net charge: +1
Lowest unoccupied orbital energy (alpha / beta) in eV: -4.73 / -5.81
Spin multiplicity: 2
HOMO-LUMO gap (alpha / beta) in eV: 6.83 / 5.74

Last column: Löwdin charge in e.
Geometry (Å):
Ir -1.62533 -1.30524 -0.11612  1.5939
C -1.81987 -1.95249 -4.42512  -0.0452
C -2.22684 -1.82364 -3.09766  -0.0291
N -1.32163 -1.63742 -2.14822  -0.0120
C -0.01447 -1.56240 -2.49765  -0.1729
C 0.34830 -1.71807 -3.81988  -0.0266
N -0.54852 -1.91338 -4.78187  0.1349
C 0.92865 -1.26957 -1.40057  -0.1566
C 2.28526 -1.02965 -1.49196  0.0967
C 2.99921 -0.71700 -0.33387  -0.1006
C 2.33035 -0.65543 0.89275  0.0730
C 0.97209 -0.89233 0.93130  -0.1525
N 0.33731 -1.20900 -0.20513  -0.0319
C 0.07365 -0.74995 2.10161  -0.1730
C 0.48494 -0.48341 3.38788  -0.0457
N -0.38241 -0.25519 4.37820  0.1407
C -1.66725 -0.28408 4.08737  -0.0461
C -2.13418 -0.59760 2.80337  -0.0320
N -1.26027 -0.83710 1.84334  -0.0150
C 4.44518 -0.41154 -0.40417  -0.1815
C 4.96125 0.34262 -1.45145  -0.0069
C 6.32091 0.61841 -1.46318  -0.1139
N 7.16371 0.19030 -0.52910  0.0837
C 6.66508 -0.53423 0.46714  -0.1160
C 5.32049 -0.85606 0.57993  -0.0087
H -2.55706 -2.09829 -5.20394  0.1293
H -3.26044 -1.88725 -2.79016  0.1241
H 1.38738 -1.67792 -4.12034  0.1290
H 2.79148 -1.07203 -2.44522  0.1311
H 2.86720 -0.36833 1.78549  0.1271
H 1.53671 -0.43599 3.64153  0.1303
H -2.37319 -0.05658 4.87487  0.1367
H -3.18436 -0.66380 2.55199  0.1210
H 4.32241 0.74141 -2.22907  0.1182
H 6.74922 1.21467 -2.26017  0.1164
H 7.37268 -0.87749 1.21260  0.1157
H 4.97919 -1.46527 1.40718  0.1161
O -5.65349 -1.86238 -0.58403  -0.2282
S -4.42765 -2.05197 0.11487  0.3563
O -3.42686 -2.83690 -0.75097  -0.3544
O -3.61206 -0.73960 0.17114  -0.4618
O -4.47844 -2.60894 1.44668  -0.3148
C 2.96219 3.97849 0.18529  -0.0402
C 1.52675 3.82138 0.60275  -0.2564
C 1.12874 2.75554 1.40647  -0.0303
C -0.19848 2.58543 1.76032  -0.0560
C -1.15033 3.48988 1.31996  -0.2668
C -0.76730 4.59084 0.56449  -0.0465
C 0.56186 4.74065 0.20006  -0.0156
S -2.85524 3.23663 1.73625  0.6394
O -2.89397 2.30445 2.83468  -0.2947
O -3.44198 4.53656 1.81316  -0.2557
N -3.54107 2.44437 0.49638  -0.1168
C -3.44656 2.95889 -0.86574  -0.1813
C -3.02788 1.87308 -1.86112  -0.0649
C -1.68285 1.22859 -1.60500  -0.5470
O -0.79599 1.15950 -2.42363  0.1015
O -1.59087 0.65723 -0.39362  -0.2283
H 3.63578 3.48005 0.88228  0.0772
H 3.24582 5.02860 0.12977  0.0846
H 3.12172 3.54507 -0.80508  0.0815
H 1.88113 2.06998 1.78321  0.1008
H -0.51100 1.78616 2.41500  0.0822
H -1.50007 5.33949 0.29422  0.1192
H 0.85745 5.59957 -0.38984  0.1224
H -3.46118 1.43980 0.58643  0.0701
H -2.73175 3.78142 -0.90601  0.1071
H -4.41088 3.35889 -1.17968  0.1284
H -3.02488 2.29226 -2.86546  0.1305
H -3.76624 1.06380 -1.82224  0.1266
N 0.51517 -6.16914 0.07739  0.1553
N -0.33661 -5.14668 0.44223  -0.2611
N -1.36782 -5.33982 1.23430  0.1778
C -1.95416 -4.15558 1.21924  -0.1247
N -1.25482 -3.30600 0.45303  -0.1250
N -0.22693 -3.96172 -0.05553  0.1272
H 0.24982 -6.98119 0.62426  0.1138
H 1.47002 -5.89386 0.27829  0.1090
H -2.88589 -3.90251 1.70410  0.1084

=====

(3)
C20H51HgN3NbOSi4 | ωB97M-V with the def2-TZVPD basis set

Output
Net charge: +2
Lowest unoccupied orbital energy (alpha / beta) in eV: -8.22 / -8.62
Spin multiplicity: 2
HOMO-LUMO gap (alpha / beta) in eV: 5.73 / 5.33

Last column: Löwdin charge in e.
Geometry (Å):
N 2.19884 -0.21344 -1.25031  -0.1133
C 3.33342 -0.32748 -0.68037  -0.3287
O 4.38426 -0.43501 -0.15795  0.2164
Hg 0.35191 0.68155 -4.56529  1.0247
Nb 0.19346 -0.10206 -1.36350  1.4729
N -0.66323 -1.74337 -2.15947  -0.2484
N 0.03313 1.53257 -2.74547  -0.4737
C -0.06849 -3.08522 -2.29813  -0.6629
C 0.70719 2.89165 -2.69616  -0.6793
C 0.36604 -3.28568 -3.75335  -0.0336
C -1.11188 -4.14978 -1.93389  -0.0208
C 1.13643 -3.23564 -1.39454  -0.0572
C 0.15023 3.73901 -3.84806  -0.0508
C 0.43832 3.66240 -1.40616  -0.0381
C 2.20649 2.68411 -2.85584  -0.0627
H -0.48854 -3.28423 -4.43835  0.0851
H 0.87164 -4.25856 -3.84165  0.1106
H 1.06582 -2.50279 -4.07350  0.0676
H -1.59067 -3.92881 -0.97417  0.0746
H -0.61099 -5.12357 -1.85832  0.1109
H -1.88461 -4.23979 -2.70440  0.0892
H 1.91322 -2.49437 -1.60842  0.0514
H 1.56168 -4.23536 -1.57302  0.1157
H 0.85910 -3.18864 -0.33176  0.0548
H 0.33596 3.28650 -4.83262  0.0541
H 0.64928 4.71833 -3.84598  0.1153
H -0.93040 3.89502 -3.74055  0.0960
H -0.60104 4.00768 -1.32869  0.0838
H 1.06962 4.56696 -1.42215  0.1216
H 0.69708 3.09505 -0.50511  0.0487
H 2.61395 2.03095 -2.07357  0.0497
H 2.70921 3.66335 -2.80559  0.1150
H 2.46125 2.23647 -3.82806  0.0642
C -1.42343 1.63120 -2.37656  -0.1804
H -1.73780 0.80805 -1.65850  0.0265
H -1.68037 2.58428 -1.89733  0.0800
H -2.06072 1.52185 -3.27285  0.0968
C -1.97608 -1.62035 -2.84801  -0.1170
H -2.81663 -1.64711 -2.13317  0.1000
H -2.05466 -0.70643 -3.45325  0.0410
H -2.07208 -2.45672 -3.55155  0.0821
C 3.02648 0.24517 3.06872  -0.1887
Si 1.53654 1.25797 2.50702  0.3505
C 0.70877 1.98960 4.04324  -0.1871
C 2.24947 2.66637 1.47953  -0.2268
Si -0.01577 0.04778 1.19620  0.3610
Si 0.09027 -1.91777 2.48909  0.3551
C 0.00491 -1.64295 4.36039  -0.1802
C -1.37051 -2.98830 1.95765  -0.2076
C 1.70700 -2.82862 2.13324  -0.2131
Si -2.16138 0.84516 1.72659  0.3398
C -2.64736 0.62806 3.54286  -0.1864
C -2.18833 2.69081 1.33683  -0.2051
C -3.43283 -0.08522 0.68484  -0.2138
H 3.62307 0.89286 3.72972  0.0585
H 3.66496 -0.04140 2.22027  0.0199
H 2.77112 -0.66094 3.62893  0.0149
H 1.42083 2.70970 4.47529  0.0556
H -0.21987 2.52984 3.81935  0.0177
H 0.49366 1.23114 4.80668  0.0311
H 2.49810 2.35341 0.45640  -0.0021
H 1.56273 3.52097 1.42805  0.0323
H 3.18293 3.01149 1.95036  0.0533
H -0.90156 -1.11706 4.68079  0.0170
H -0.00480 -2.64207 4.82381  0.0583
H 0.87459 -1.10178 4.75435  0.0241
H -1.33942 -3.23835 0.89018  -0.0041
H -1.32072 -3.92751 2.53093  0.0544
H -2.33906 -2.51607 2.16812  0.0235
H 1.49302 -3.80961 1.68812  0.0377
H 2.38184 -2.28515 1.45873  0.0119
H 2.24475 -3.00173 3.07644  0.0485
H -1.94781 1.10437 4.24092  0.0238
H -3.62912 1.11028 3.67081  0.0547
H -2.75695 -0.42693 3.82479  0.0297
H -2.14639 2.88415 0.25754  -0.0013
H -3.13758 3.09726 1.71962  0.0523
H -1.36667 3.23998 1.81624  0.0303
H -3.49296 0.30958 -0.33720  0.0110
H -3.23492 -1.16238 0.62056  0.0149
H -4.41688 0.05537 1.15959  0.0530